Entry 1:
Molecular formula: C9H26ClGaINO2P2
Method: DFT, ωB97M-V with the def2-TZVPD basis set

## Properties
- total charge = +2
- total energy (Eh) = -3928.73332
- M (g/mol) = 474.34
- LUMO (eV) = -5.936
- orbital gap (eV) = 9.254

```
43
Properties=species:S:1:pos:R:3:lowdin_charge:R:1
C -1.4392 -0.0182 -4.9166 -0.439
I -0.9781 -0.2229 -2.8048 0.941
H -0.5018 0.0953 -5.4607 0.014
H -2.0851 0.8530 -5.0418 0.013
H -1.9593 -0.9317 -5.2165 0.013
Ga 0.3689 0.0139 0.1448 -0.082
P 0.0549 2.3151 -0.3605 0.712
C -1.5777 3.0929 -0.2609 -0.211
C 1.0423 3.1542 0.9221 -0.229
H 1.1485 4.2096 0.6373 0.073
H 0.8395 3.9667 -1.9016 0.075
H 2.0299 2.6818 0.9947 0.043
H 1.7999 2.4604 -2.0139 0.058
H -2.0794 2.7668 0.6579 0.052
H 0.5382 3.0827 1.8941 0.049
C 0.7906 2.8712 -1.9201 -0.246
H -1.4429 4.1839 -0.2443 0.076
H 0.1927 2.5274 -2.7699 0.009
H -2.1906 2.8022 -1.1209 0.059
P 0.0693 -2.3513 -0.0285 0.718
C -1.5483 -3.1436 0.1803 -0.209
C 0.8102 -3.0967 -1.5059 -0.253
H 2.0529 -2.5016 1.3528 0.042
H 1.1702 -4.0681 1.2489 0.074
H 0.5673 -2.7549 2.3126 0.052
C 1.0662 -2.9806 1.3616 -0.227
H 1.8088 -2.6782 -1.6665 0.056
H 0.8851 -4.1784 -1.3373 0.074
H -1.3878 -4.2094 0.4004 0.076
H -2.1403 -3.0340 -0.7354 0.061
H 0.1961 -2.8880 -2.3891 -0.001
H -2.0903 -2.6654 1.0059 0.049
Cl 2.5707 -0.0041 -0.1335 0.212
N -0.4691 0.4670 4.7032 0.197
C -1.6321 0.1561 3.8209 -0.024
C -1.1257 0.1126 2.3991 -0.621
O -1.9004 -0.0073 1.4217 -0.005
O 0.1672 0.2074 2.2917 -0.111
H 0.2614 -0.2521 4.6121 0.180
H -0.7493 0.5342 5.6853 0.186
H -0.0357 1.3603 4.4246 0.181
H -2.0439 -0.8114 4.1193 0.158
H -2.3878 0.9320 3.9485 0.157
```

***

Entry 2:
Molecular formula: C9H26ClINOP2Pt
Method: DFT, ωB97M-V with the def2-TZVPD basis set

## Properties
- multiplicity = 5
- total charge = +3
- total energy (Eh) = -2046.99259
- M (g/mol) = 583.70
- LUMO (spin up / spin down) (eV) = -11.423 / -12.830
- orbital gap (spin up / spin down) (eV) = 6.277 / 6.664

```
42
Properties=species:S:1:pos:R:3:mulliken_spin:R:1
C -1.4977 0.0879 -0.1478 1.036
I 2.1165 0.2321 2.6477 0.013
H -1.6315 -0.0190 -1.3652 0.097
H -1.9606 1.0868 -0.0101 -0.052
H -2.1595 -0.7481 0.1424 -0.025
Pt 0.9586 -0.1178 -2.2037 1.379
P 0.5265 2.2589 -1.1034 0.388
C -0.0903 2.8010 0.5654 0.035
C 2.0681 3.1460 -1.5592 0.020
H 1.8574 4.2196 -1.5205 0.013
H -0.8680 3.9751 -2.1170 0.012
H 2.3952 2.8359 -2.5693 0.000
H -0.7039 2.4736 -3.1052 0.000
H 0.6565 2.5060 1.3153 0.000
H 2.8381 2.8672 -0.8140 0.004
C -0.8575 2.8758 -2.1014 0.017
H -0.2679 3.9013 0.6488 0.021
H -1.7891 2.5089 -1.6736 -0.003
H -1.0284 2.2868 0.7928 -0.011
P 0.4542 -2.3732 -1.0824 0.373
C -0.1636 -2.8387 0.6018 0.020
C -0.9387 -2.8939 -2.1104 0.005
H 2.3253 -2.9279 -2.5371 0.001
H 1.7889 -4.3171 -1.4887 0.014
H 2.7658 -2.9632 -0.7815 0.004
C 1.9998 -3.2434 -1.5286 0.012
H -0.7512 -2.4510 -3.0904 0.001
H -0.9980 -3.9928 -2.1707 0.011
H -0.3658 -3.9306 0.7375 0.020
H -1.0853 -2.2858 0.8109 -0.004
H -1.8565 -2.4879 -1.6827 -0.002
H 0.5896 -2.5270 1.3354 0.004
Cl 0.9430 -0.0560 -4.2476 0.655
C 0.3700 -0.0277 3.7936 -0.001
C -0.7531 -0.0104 2.8350 0.020
N -1.8849 0.0373 3.4977 -0.006
O -0.6359 -0.0453 1.5865 -0.075
H 0.2135 0.0152 4.8952 0.005
H 0.9772 1.0415 3.6348 -0.001
H 0.9833 -1.0105 3.6285 -0.001
H -2.7784 0.0276 3.0663 0.002
H -1.7616 0.0828 4.4750 0.000
```

***

Entry 3:
Molecular formula: C9H26O14S
Method: DFT, ωB97M-V with the def2-TZVPD basis set

## Properties
- relative energy (zero: lowest compared OMol25 entry of this formula, charge and spin) (kJ/mol) = 60.91
- total energy (Eh) = -1810.06465
- M (g/mol) = 390.36
- LUMO (eV) = -0.005
- orbital gap (eV) = 10.707

```
50
Properties=species:S:1:pos:R:3:lowdin_charge:R:1
O 11.4447 10.6623 -10.1402 -0.286
S 12.3889 11.2363 -9.2185 0.629
O 13.0204 10.3981 -8.2299 -0.281
O 13.6252 11.9185 -10.0673 -0.285
C 13.3998 12.3458 -11.4172 -0.278
C 14.7636 12.5543 -12.0706 -0.061
C 11.7236 12.7611 -8.4729 -0.095
H 12.7811 13.2450 -11.3543 0.115
H 12.8728 11.5270 -11.9134 0.111
H 15.2417 13.3551 -11.4948 0.077
H 14.8486 12.8563 -13.1079 0.077
H 15.3258 11.6526 -11.8256 0.083
H 12.5257 13.2249 -7.9129 0.073
H 10.9072 12.4395 -7.8265 0.052
H 11.2972 13.2783 -9.3282 0.061
O 6.4598 12.7938 -7.1939 -0.064
H 5.5170 13.0042 -7.1179 0.079
H 6.5734 12.5226 -8.1193 0.072
O 7.6109 14.1392 -9.4553 -0.057
H 8.2771 14.8289 -9.5417 0.035
H 7.4107 14.1175 -8.5119 -0.016
O 5.1220 13.0121 -4.7004 -0.059
H 5.5347 12.5273 -3.9709 0.023
H 5.8505 13.1898 -5.3068 -0.009
O 7.6136 11.6203 -3.5098 -0.061
H 7.9998 11.9917 -4.3231 0.001
H 8.0915 10.7981 -3.3618 0.039
O 8.9448 12.8495 -5.8493 -0.056
H 8.3178 12.8442 -6.5921 0.009
H 9.4017 13.6947 -5.9347 0.027
C 8.1662 18.0124 -4.6150 -0.094
C 9.6570 18.2038 -4.9269 -0.091
O 9.8066 17.3619 -6.0753 0.057
C 8.7674 16.5000 -6.1966 -0.548
O 8.8567 15.5157 -6.8631 0.140
O 7.7724 16.8814 -5.3929 0.081
H 7.5021 18.8304 -4.8793 0.133
H 8.0346 17.7182 -3.5746 0.133
H 10.3064 17.8850 -4.1182 0.131
H 9.8390 19.2360 -5.2114 0.130
C 6.5838 8.5936 -5.1766 -0.122
C 6.3027 9.6299 -6.3143 -0.092
O 5.7852 8.7743 -7.3554 0.057
C 5.5983 7.5368 -6.9103 -0.592
O 5.2914 6.6240 -7.6052 0.171
O 5.7758 7.5287 -5.5755 0.072
H 6.3242 9.0038 -4.2067 0.121
H 7.6676 8.4493 -5.2056 0.131
H 7.0810 10.2164 -6.7971 0.114
H 5.5175 10.3635 -6.1162 0.115
```